The following is a DFT calculation (ωB97M-V with the def2-TZVPD basis set) of a structure of composition C24H35ClFINORhSi4Te.

Summary:
Gap between HOMO and LUMO (eV): 6.42
Total charge: 0
Energy (eV): -94149.1800

Last column: natural (NBO) charge in e.
CARTESIAN COORDINATES (ANGSTROEM)
Rh  -0.8024  0.0335  -1.9402  0.73
Cl  3.8323  -4.2202  -4.5772  0.01
C  2.3787  -3.5685  -3.8875  -0.08
C  1.3084  -4.3851  -3.6577  -0.21
C  0.1182  -3.8895  -3.0920  -0.22
I  -1.4695  -5.1721  -2.7226  0.18
C  -0.0214  -2.5564  -2.7559  0.30
O  -1.0787  -2.0179  -2.2124  -0.76
C  1.1114  -1.7232  -3.0054  0.08
N  0.9590  -0.4059  -2.6438  -0.35
C  1.9664  0.4367  -2.7824  0.08
C  3.1898  0.0341  -3.3327  -0.27
C  3.3629  -1.2651  -3.7234  -0.11
C  2.3167  -2.1931  -3.5554  -0.03
H  1.3797  -5.4344  -3.9084  0.24
H  1.8061  1.4426  -2.4289  0.24
H  3.9821  0.7612  -3.4339  0.24
H  4.3007  -1.5958  -4.1482  0.24
C  -2.3856  0.0097  4.4883  -1.11
Si  -2.2575  0.9245  2.8497  1.29
C  -2.4095  2.7688  3.1522  -1.11
C  -3.6516  0.3799  1.7173  -1.11
Si  -0.2035  0.4525  1.8296  -0.24
Te  -0.2360  1.8770  -0.2771  -0.20
Si  1.6266  1.4510  2.9092  1.30
C  3.2063  0.9634  2.0219  -1.11
C  1.7131  0.8823  4.6989  -1.11
C  1.4605  3.3197  2.8704  -1.11
Si  0.1286  -1.8484  1.4706  1.31
C  0.6900  -2.5990  3.0996  -1.11
C  -1.4574  -2.7002  0.9599  -1.12
C  1.4615  -2.1058  0.1747  -1.11
H  -3.3355  0.2347  4.9800  0.24
H  -1.5812  0.2952  5.1689  0.24
H  -2.3333  -1.0718  4.3452  0.23
H  -3.4118  3.0080  3.5172  0.24
H  -2.2391  3.3326  2.2330  0.25
H  -1.6912  3.1122  3.8988  0.23
H  -4.6171  0.6726  2.1379  0.24
H  -3.6589  -0.7010  1.5714  0.24
H  -3.5552  0.8542  0.7375  0.24
H  3.4144  -0.1025  2.1345  0.23
H  4.0565  1.5164  2.4295  0.24
H  3.1352  1.1844  0.9549  0.24
H  1.8038  -0.2022  4.7751  0.24
H  0.8229  1.1822  5.2552  0.23
H  2.5805  1.3275  5.1943  0.24
H  1.3441  3.6878  1.8491  0.24
H  2.3575  3.7800  3.2933  0.24
H  0.6016  3.6617  3.4494  0.24
H  -0.0506  -2.4446  3.8869  0.24
H  1.6346  -2.1688  3.4375  0.23
H  0.8363  -3.6763  2.9842  0.24
H  -2.1858  -2.6868  1.7740  0.23
H  -1.2537  -3.7459  0.7120  0.24
H  -1.9129  -2.2496  0.0777  0.25
H  2.4274  -1.7185  0.5032  0.24
H  1.2001  -1.5973  -0.7534  0.23
H  1.5750  -3.1715  -0.0438  0.24
F  -3.0902  4.3202  -5.5704  -0.33
C  -2.5075  3.4260  -4.7433  0.38
C  -3.3009  2.7037  -3.8757  -0.26
C  -2.6894  1.7926  -3.0263  -0.27
C  -1.3103  1.5915  -3.0569  -0.08
C  -0.5410  2.3462  -3.9341  -0.26
C  -1.1398  3.2665  -4.7887  -0.27
H  -4.3705  2.8631  -3.8623  0.23
H  -3.3151  1.2373  -2.3316  0.22
H  0.5307  2.2289  -3.9878  0.21
H  -0.5554  3.8550  -5.4833  0.23

---

The following is a DFT calculation (ωB97M-V with the def2-TZVPD basis set) of a cluster of 3 separate species, C24H35F11N7O5S in total at a distorted geometry.

Summary:
Gap between HOMO and LUMO (eV): 9.60
Total charge: +1
Energy (eV): -86845.8456
ΔE to the lowest compared entry with this formula, charge and spin (kJ/mol): 0.00

Last column: Mulliken charge in e.
CARTESIAN COORDINATES (ANGSTROEM)
N  2.6881  -0.3476  3.1779  -0.47
C  4.0701  -0.8432  3.2451  -0.64
C  4.3683  -2.0504  2.3604  -0.97
C  4.2134  -1.7567  0.8492  0.38
C  3.1667  -2.6150  0.1112  -1.75
C  1.9093  -1.8511  -0.2822  0.60
N  2.0839  -1.1007  -1.5255  0.46
N  3.3320  -0.7732  -1.9929  -0.15
C  3.1734  -0.0660  -3.1092  0.39
C  4.3121  0.5293  -3.8532  -0.67
C  4.5028  2.0503  -3.5966  -0.75
S  3.2821  2.8420  -2.5123  -0.10
C  4.0750  2.6987  -0.9773  0.32
N  4.0703  3.6469  -0.0862  -0.22
N  4.6759  3.1082  1.0476  -0.43
C  5.0166  1.9031  0.7324  -0.10
O  4.6627  1.5502  -0.5287  -0.16
N  1.8983  0.0530  -3.4109  -0.67
C  1.2330  -0.5692  -2.4263  0.41
N  -0.0972  -0.5969  -2.3875  -0.02
C  -0.9702  -1.1802  -1.3808  -1.14
C  -1.3412  -2.6391  -1.6770  -0.27
C  -2.6709  -3.0491  -1.0313  -1.04
C  -2.5870  -4.2637  -0.1161  0.98
F  -3.6564  -5.0686  -0.3308  -0.32
F  -1.4762  -4.9983  -0.3394  -0.30
C  -2.5970  -3.9285  1.3907  0.47
F  -2.7946  -5.0035  2.1112  -0.25
F  -1.4302  -3.3917  1.7342  -0.23
F  -3.5435  -3.0493  1.6653  -0.22
H  2.0618  -1.1112  2.9535  0.27
H  2.5824  0.3579  2.4608  0.20
H  4.7506  -0.0422  2.9581  0.13
H  4.2887  -1.0949  4.2794  0.43
H  3.6854  -2.8551  2.6354  0.35
H  5.3783  -2.3969  2.5635  0.35
H  5.1898  -1.8898  0.3829  0.55
H  3.9684  -0.6972  0.7397  -0.32
H  3.6329  -3.0361  -0.7795  0.53
H  2.8777  -3.4706  0.7123  0.49
H  1.6678  -1.1434  0.5104  0.28
H  1.0812  -2.5422  -0.3888  -0.22
H  4.2021  -0.9719  -1.5281  0.09
H  4.1349  0.3155  -4.9035  0.39
H  5.2247  0.0116  -3.5662  0.30
H  4.4563  2.5921  -4.5332  0.49
H  5.4722  2.2118  -3.1414  0.37
H  5.5451  1.2208  1.3724  0.59
H  -0.5368  -0.1362  -3.1662  0.28
H  -0.5462  -1.0534  -0.3892  0.21
H  -1.8852  -0.5938  -1.3977  0.53
H  -1.4308  -2.7175  -2.7585  0.34
H  -0.5386  -3.3127  -1.3932  0.49
H  -3.0477  -2.2187  -0.4380  0.37
H  -3.4380  -3.2530  -1.7695  0.40
C  -6.1903  -2.3029  -0.4476  -0.81
C  -7.6094  -1.8362  -0.2128  -0.57
O  -7.7908  -0.4957  -0.7093  -0.31
C  -8.0144  -0.3861  -2.0111  0.34
O  -8.0663  -1.2717  -2.8103  -0.51
C  -8.2248  1.0971  -2.3771  0.90
F  -7.3221  1.8736  -1.7661  -0.25
F  -9.4448  1.4856  -1.9965  -0.25
F  -8.1093  1.2670  -3.6880  -0.23
H  -5.4831  -1.5992  -0.0050  0.28
H  -6.0355  -3.2852  -0.0020  0.36
H  -5.9804  -2.3701  -1.5160  0.31
H  -7.8346  -1.7783  0.8492  0.37
H  -8.3318  -2.5023  -0.6809  0.37
C  -0.7626  6.3723  4.1314  -1.10
C  0.2206  5.2257  4.1977  -0.22
O  0.1081  4.3768  3.0322  -0.30
C  0.7619  4.7822  1.9567  0.24
O  1.4349  5.7585  1.8332  -0.49
C  0.5640  3.7568  0.8229  0.94
F  -0.7078  3.3539  0.7316  -0.27
F  1.3204  2.6628  1.0530  -0.23
F  0.9316  4.2684  -0.3433  -0.24
H  -1.7787  5.9976  4.0073  0.30
H  -0.7152  6.9544  5.0505  0.38
H  -0.5392  7.0325  3.2941  0.32
H  0.0061  4.5726  5.0402  0.31
H  1.2466  5.5780  4.2893  0.33